No. 1
28
Properties=species:S:1:pos:R:3:nbo_charge:R:1 method="wB97M-V/def2-TZVPD" gap_ha=0.16349 homo_energy_ev=-8.0
C 3.202 -0.176 0.432 -0.608
C 2.605 -0.891 -0.762 -0.443
C 1.084 -0.895 -0.766 -0.226
N 0.552 0.302 -1.350 -1.046
Ta -0.027 1.849 -0.007 1.785
I 2.219 3.423 -0.794 -0.390
C -1.790 0.708 0.822 -0.892
C -2.498 -0.162 -0.201 -0.441
C -3.571 -0.990 0.451 -0.387
Br -4.241 -2.395 -0.724 -0.063
H 2.713 -0.515 1.372 0.056
H 4.274 -0.313 0.497 0.230
H 2.998 0.890 0.436 0.306
H 2.925 -1.943 -0.802 0.170
H 2.970 -0.390 -1.651 0.263
H 0.757 -1.784 -1.297 0.201
H 0.747 -1.010 0.287 0.135
H -0.115 0.114 -2.087 0.402
H 0.849 1.188 1.504 -0.480
H -0.526 3.301 1.010 -0.368
H -1.215 2.553 -1.230 -0.395
H -2.472 1.479 1.173 0.241
H -1.510 0.117 1.690 0.204
H -2.949 0.462 -0.967 0.220
H -1.812 -0.831 -0.713 0.186
H -3.201 -1.512 1.322 0.201
H -4.436 -0.406 0.727 0.215
Cu 2.467 -2.173 1.626 0.925


No. 2
13
Properties=species:S:1:pos:R:3:nbo_charge:R:1 method="wB97M-V/def2-TZVPD" gap_ha=0.39330 de_lowest_kcal_mol=59.2 homo_energy_ev=-10.0 smiles="C#C[C@H](C=O)CO"
O -2.231 -0.005 0.280 -0.711
C -1.104 -0.763 -0.060 -0.040
C 0.091 0.094 -0.580 -0.434
C 0.087 1.520 -0.036 0.480
O -0.349 1.828 1.048 -0.530
C 1.369 -0.496 -0.166 -0.004
C 2.386 -0.966 0.277 -0.224
H -1.966 0.552 1.027 0.486
H -0.758 -1.384 0.776 0.175
H -1.414 -1.434 -0.865 0.190
H 0.061 0.163 -1.676 0.243
H 0.545 2.279 -0.700 0.125
H 3.282 -1.389 0.674 0.244


No. 3
13
Properties=species:S:1:pos:R:3:nbo_charge:R:1 method="wB97M-V/def2-TZVPD" gap_ha="0.24066 / 0.24088" de_lowest_kcal_mol=75.3 homo_energy_ev="-7.3 / -7.5"
C -1.146 -0.645 -0.377 -1.090
C 1.272 0.568 0.987 -1.180
Si 0.780 -0.901 -0.133 1.510
P 2.972 -1.815 -4.112 0.249
Cl 0.976 -2.720 0.628 -0.330
Cl 1.965 -0.844 -2.001 -0.387
Cl 1.273 -2.788 -4.556 -0.303
H -1.427 0.225 -0.918 0.245
H -1.739 -1.543 -0.703 0.251
H -1.516 -0.723 0.616 0.241
H 0.859 0.408 2.051 0.258
H 2.423 0.774 1.060 0.261
H 1.003 1.637 0.904 0.275


Copy entry 3 word for word.
13
Properties=species:S:1:pos:R:3:nbo_charge:R:1 method="wB97M-V/def2-TZVPD" gap_ha="0.24066 / 0.24088" de_lowest_kcal_mol=75.3 homo_energy_ev="-7.3 / -7.5"
C -1.146 -0.645 -0.377 -1.090
C 1.272 0.568 0.987 -1.180
Si 0.780 -0.901 -0.133 1.510
P 2.972 -1.815 -4.112 0.249
Cl 0.976 -2.720 0.628 -0.330
Cl 1.965 -0.844 -2.001 -0.387
Cl 1.273 -2.788 -4.556 -0.303
H -1.427 0.225 -0.918 0.245
H -1.739 -1.543 -0.703 0.251
H -1.516 -0.723 0.616 0.241
H 0.859 0.408 2.051 0.258
H 2.423 0.774 1.060 0.261
H 1.003 1.637 0.904 0.275